The following is a DFT calculation (the ωB97M-V functional and the def2-TZVPD basis) of a molecular structure, C35H30N2O8S5TeZr in a non-equilibrium geometry.

XYZ file:
```
82
C35H30N2O8S5TeZr | the Open Molecules 2025 dataset | the ωB97M-V functional and the def2-TZVPD basis
Zr 0.66239 0.06424 0.05730
S 2.95457 -0.79689 0.61613
C 4.05327 0.27783 -0.19075
C 5.40854 -0.08018 -0.22251
C 6.33451 0.70171 -0.90362
C 5.91967 1.85060 -1.57283
C 4.57700 2.21465 -1.54895
C 3.62970 1.44713 -0.85733
S 1.92775 2.03315 -0.86989
C 2.02204 3.08454 0.63571
C 1.57345 2.40000 1.90551
C 1.40583 3.05232 3.12265
C 0.93476 2.31342 4.21697
C 0.61717 0.95537 4.07120
C 0.79565 0.35960 2.82612
C 0.52969 -1.16362 2.61755
S -0.56544 -1.62559 1.18001
C 0.32018 -2.91123 0.25123
C 0.21450 -4.19458 0.82007
C 0.70898 -5.32880 0.17886
C 1.31606 -5.20455 -1.06349
C 1.43474 -3.95078 -1.65682
C 0.94426 -2.79373 -1.03165
S 1.32943 -1.28627 -1.88059
N 1.31748 1.09894 1.80006
H 5.72815 -0.99481 0.26429
H 7.37256 0.39149 -0.93168
H 6.63299 2.44768 -2.12835
H 4.25210 3.09559 -2.09149
H 1.35893 3.93573 0.45612
H 3.03308 3.48097 0.76538
H 1.63965 4.10469 3.22031
H 0.81379 2.79316 5.18153
H 0.25663 0.37713 4.91264
H -0.04058 -1.50805 3.49648
H 1.45229 -1.74908 2.66357
H -0.27007 -4.31193 1.78512
H 0.62361 -6.30067 0.65222
H 1.72459 -6.07191 -1.56980
H 1.95184 -3.86106 -2.60717
C -1.06357 -0.82339 -3.68394
Te 0.24271 0.60225 -2.78479
C 0.42958 1.39907 -4.77369
C -0.41876 0.56048 -5.68012
C -0.49485 0.84296 -7.04865
C -1.28647 0.05791 -7.88398
C -2.00631 -1.01303 -7.35867
C -1.93601 -1.30075 -5.99766
C -1.14306 -0.51724 -5.15124
H -2.06746 -0.73563 -3.23964
H -0.65429 -1.83703 -3.54520
H 1.48018 1.33974 -5.10012
H 0.06578 2.44011 -4.79545
H 0.06158 1.67383 -7.46559
H -1.34253 0.28023 -8.94291
H -2.62156 -1.62258 -8.00960
H -2.49936 -2.13560 -5.59835
C -2.43524 1.65135 1.18761
S -1.57697 1.93585 -0.34095
O -2.18699 3.17247 -0.81456
O -1.90396 0.74990 -1.13029
O -0.13524 2.05152 0.06023
H -3.50752 1.54611 0.98535
H -2.26560 2.48985 1.84644
H -2.03264 0.69528 1.63157
O -0.86784 2.02979 2.65622
C -1.27803 0.84478 2.47108
O -0.82063 0.00218 1.56622
C -2.40595 0.35460 3.39231
C -2.92885 1.20426 4.37259
C -3.94929 0.78303 5.21580
C -4.45654 -0.50647 5.07928
C -3.95475 -1.37316 4.11225
C -2.93351 -0.93890 3.27500
N -5.52989 -0.95559 5.96333
O -5.95050 -0.16999 6.80481
O -5.95618 -2.09452 5.82005
H -2.52333 2.20741 4.46757
H -4.32986 1.46800 5.96355
H -4.33949 -2.37884 3.99450
H -2.53401 -1.60508 2.51670
O -0.83854 -0.72139 -0.60715
```

Values from the calculation:
HOMO-LUMO gap (eV): 2.62
Net charge: -2
Energy (eV): -118873.3046
Energy relative to the best compared isomer or geometry (same formula, charge and spin) (kJ/mol): 2426.8
HOMO (eV): 0.218
Max |F| (eV Å⁻¹): 7.5
LUMO (eV): 2.837

These are the Mulliken partial charges, in e, on atoms 1 to 4:
1. Zr -2.19
2. S -0.45
3. C 1.32
4. C -0.91